Entry one
Here is a molecular structure, C2H3Br2O2P from the OMol25 dataset. Energies are from ωB97M-V/def2-TZVPD.

Last column: natural (NBO) charge in e.
Positions of all 10 atoms, in Å:
1 Br 1.3850 -2.0431 0.0874  0.121
2 Br 3.3730 0.4336 0.6484  0.113
3 P -3.0690 0.0498 0.4906  0.081
4 O 0.1137 2.1536 -0.8615  -0.513
5 O -0.6818 0.1315 -0.0688  -0.522
6 C -0.2626 1.1268 -0.4314  1.045
7 C 1.9948 -0.3150 -0.4043  -0.429
8 H -2.8261 -1.4176 0.4647  -0.033
9 H -2.1745 -0.0397 1.5115  -0.060
10 H 2.1474 -0.0798 -1.4366  0.196

HOMO energy (spin up / spin down) in eV: -9.0 / -8.2
Lowest unoccupied orbital energy (spin up / spin down) in eV: -0.7 / -1.2
Gap between HOMO and LUMO (spin up / spin down) in eV: 8.28 / 6.97

Entry two
Here is a single C2H3Br2O2P molecule from the OMol25 dataset. Energies are from ωB97M-V/def2-TZVPD.

Last column: natural (NBO) charge in e.
Positions of all 10 atoms, in Å:
1 Br -2.4473 -0.9058 0.6216  -0.397
2 Br 2.2189 1.2297 -0.5656  0.170
3 P -1.3496 1.1188 0.8825  1.405
4 O -1.1046 1.6290 -0.7010  -0.972
5 O 0.0273 0.5739 1.2182  -0.897
6 C 1.1004 -1.4485 -0.1332  -0.428
7 C 1.0813 -0.1115 0.0645  0.161
8 H 0.5198 -2.0845 0.3745  0.233
9 H 1.8463 -1.9692 -0.8064  0.244
10 H -1.8925 1.9680 -0.9551  0.480

HOMO energy in eV: -9.4
Lowest unoccupied orbital energy in eV: 0.1
SMILES string: C=C(Br)OP(O)Br
Gap between HOMO and LUMO in eV: 9.53

The least stable of them is entry one.

Entry one
Here is a single C4H5FS molecule from the OMol25 dataset. Energies are from ωB97M-V/def2-TZVPD.

Last column: natural (NBO) charge in e.
Positions of all 11 atoms, in Å:
1 S 0.9023 1.4408 -0.6201  0.130
2 F -1.9141 0.3279 -0.3114  -0.333
3 C 1.5646 -0.9026 0.8216  -0.673
4 C -1.2377 -1.6999 0.3957  -0.409
5 C -0.8635 -0.4581 0.1005  0.326
6 C 0.5404 0.0715 0.1371  -0.177
7 H 2.1632 -1.5509 0.1034  0.244
8 H -2.2564 -2.0880 0.3904  0.233
9 H 2.1967 -0.4197 1.6410  0.250
10 H 1.0542 -1.6851 1.3171  0.212
11 H -0.3898 -2.3250 0.5434  0.198

HOMO energy in eV: -9.0
Lowest unoccupied orbital energy in eV: -0.9
SMILES string: C=C(F)C(C)=S
Gap between HOMO and LUMO in eV: 8.08

Entry two
Here is a single C4H5FS molecule from the OMol25 dataset. Energies are from ωB97M-V/def2-TZVPD.

Last column: natural (NBO) charge in e.
Positions of all 11 atoms, in Å:
1 S 0.9790 1.6802 1.1595  -0.020
2 F -2.6265 -0.1156 -0.5040  -0.361
3 C -0.3933 -0.6338 -0.4890  -0.072
4 C 0.9616 -0.5658 -0.3318  -0.312
5 C -1.4368 0.2866 0.0475  -0.023
6 C 1.7149 0.3829 0.4196  -0.263
7 H 1.5025 -1.3422 -0.8997  0.217
8 H 2.7539 0.1823 0.6267  0.211
9 H -0.7690 -1.4449 -1.0159  0.215
10 H -1.2084 1.3208 -0.1546  0.210
11 H -1.4779 0.2495 1.1417  0.199

HOMO energy in eV: -8.9
Lowest unoccupied orbital energy in eV: -1.1
SMILES string: FC/C=C\C=S
Gap between HOMO and LUMO in eV: 7.85

Entry three
Here is a single C4H5FS molecule from the OMol25 dataset. Energies are from ωB97M-V/def2-TZVPD.

Last column: natural (NBO) charge in e.
Positions of all 11 atoms, in Å:
1 S -3.5896 0.1570 -0.0288  0.031
2 F 0.6253 1.6355 -0.0629  -0.355
3 C 1.6808 -0.5171 0.0335  -0.696
4 C -0.8094 -0.3032 -0.0814  -0.369
5 C -2.0021 0.5986 0.0501  -0.265
6 C 0.4238 0.2324 -0.0833  0.488
7 H -0.7897 -1.3694 -0.2283  0.235
8 H -1.6291 1.5926 0.2486  0.206
9 H 1.5081 -1.5537 -0.2173  0.238
10 H 2.1636 -0.5041 1.0303  0.246
11 H 2.4184 0.0315 -0.6602  0.240

HOMO energy in eV: -8.7
Lowest unoccupied orbital energy in eV: -0.7
SMILES string: C/C(F)=C/C=S
Gap between HOMO and LUMO in eV: 8.04

The least stable of them is entry one.

Entry one
Here is 2 unconnected molecules or ions with the total composition C2H6O from the OMol25 dataset. Energies are from ωB97M-V/def2-TZVPD.

Last column: natural (NBO) charge in e.
Positions of all 9 atoms, in Å:
1 O -3.0639 4.0397 -1.7999  -0.940
2 C 2.1789 -2.2654 0.4108  -0.390
3 C 1.3036 -1.6450 1.2690  -0.392
4 H -3.6835 4.6946 -1.4055  0.470
5 H 2.7900 -3.0931 0.7884  0.194
6 H 1.1905 -2.0774 2.2697  0.193
7 H 0.6210 -0.8366 0.9831  0.198
8 H -3.5868 3.2082 -1.8596  0.470
9 H 2.2502 -2.0249 -0.6561  0.197

HOMO energy in eV: -10.0
Lowest unoccupied orbital energy in eV: 1.0
SMILES string: C=C.O
Gap between HOMO and LUMO in eV: 10.99

Entry two
Here is 2 unconnected molecules or ions with the total composition C2H6O from the OMol25 dataset. Energies are from ωB97M-V/def2-TZVPD.

Last column: natural (NBO) charge in e.
Positions of all 9 atoms, in Å:
1 O -1.8461 0.3247 -1.1437  -0.920
2 C 1.6940 -0.4602 0.4855  -0.368
3 C 0.5223 -0.0038 0.9083  -0.398
4 H 1.8431 -1.5190 0.2986  0.195
5 H 0.4572 1.1069 0.6957  0.169
6 H -1.1523 -0.2047 -1.2898  0.461
7 H -1.6269 0.8613 -0.4038  0.463
8 H -0.3550 -0.2939 1.3993  0.207
9 H 2.3048 0.2354 0.0865  0.190

HOMO energy in eV: -10.5
Lowest unoccupied orbital energy in eV: 1.0
SMILES string: C=C.O
Gap between HOMO and LUMO in eV: 11.57

The least stable of them is entry two.

Entry one
Here is a single C11H10N2 molecule from the OMol25 dataset. Energies are from ωB97M-V/def2-TZVPD.

Last column: natural (NBO) charge in e.
Positions of all 23 atoms, in Å:
1 N -1.4943 3.0678 -0.5447  -0.258
2 N -4.1435 -0.4850 -1.1406  -0.253
3 C -1.6882 1.9347 -0.6484  0.229
4 C 0.7463 0.1360 -1.1096  -0.266
5 C -0.7002 -0.4059 0.7961  0.228
6 C 1.0841 -0.4280 -2.4878  -0.594
7 C -0.0072 -0.0558 3.2202  -0.627
8 C 0.1621 -0.2834 1.7624  -0.133
9 C 1.5247 -0.5071 1.1994  -0.199
10 C 1.7835 -0.2601 -0.0819  -0.147
11 C -3.1159 0.0081 -0.9672  0.228
12 C -0.6328 -0.3747 -0.6463  -0.312
13 C -1.8646 0.5741 -0.8174  -0.142
14 H 2.2934 -0.7936 1.9010  0.217
15 H 0.0873 -1.0032 3.7549  0.231
16 H 0.3012 -0.1761 -3.2002  0.217
17 H -0.9800 0.3760 3.4361  0.234
18 H 0.7445 1.2344 -1.1669  0.234
19 H 1.1704 -1.5137 -2.4380  0.209
20 H 2.0253 -0.0195 -2.8501  0.218
21 H 2.8020 -0.3023 -0.4437  0.213
22 H -0.8679 -1.3387 -1.1091  0.243
23 H 0.7698 0.6160 3.5817  0.226

HOMO energy (spin up / spin down) in eV: -9.0 / -8.7
Lowest unoccupied orbital energy (spin up / spin down) in eV: -0.8 / -2.1
Gap between HOMO and LUMO (spin up / spin down) in eV: 8.20 / 6.60

Entry two
Here is a single C11H10N2 molecule from the OMol25 dataset. Energies are from ωB97M-V/def2-TZVPD.

Last column: natural (NBO) charge in e.
Positions of all 23 atoms, in Å:
1 N 1.0392 0.5244 -0.1789  -0.448
2 N -2.3715 1.6323 1.8673  -0.404
3 C -3.5881 -0.3299 1.1925  -0.252
4 C 1.6179 -1.8460 -1.4159  -0.155
5 C -2.4725 -0.7529 0.3752  -0.157
6 C 0.2600 -1.4645 -1.3143  -0.268
7 C -0.0327 -0.2885 -0.5678  0.206
8 C -3.4986 0.8846 1.8940  0.030
9 C 2.6371 -0.9398 -1.2116  -0.275
10 C 3.1827 1.4252 -0.4014  -0.658
11 C -1.2735 0.0177 0.3250  -0.118
12 C -1.3402 1.2138 1.0330  0.054
13 C 2.1880 0.2856 -0.6713  0.254
14 H 4.1902 1.2893 -0.8329  0.213
15 H 3.7468 -1.1269 -1.2294  0.232
16 H -2.3308 -1.8169 0.1429  0.214
17 H 2.5306 2.2778 -0.6686  0.238
18 H 1.8616 -2.8488 -1.7859  0.218
19 H -0.5355 -2.1169 -1.5718  0.219
20 H -4.4321 -0.9172 1.1288  0.214
21 H -4.2536 1.3518 2.4116  0.196
22 H 3.4913 1.5394 0.6329  0.228
23 H -0.6162 2.0064 0.8466  0.218

HOMO energy in eV: -8.8
Lowest unoccupied orbital energy in eV: 0.2
SMILES string: Cc1cccc(-c2cccnc2)n1
Gap between HOMO and LUMO in eV: 8.96

The least stable of them is entry one.